The following is a DFT calculation (the ωB97M-V functional and the def2-TZVPD basis) of a cluster of 2 separate species, CH3NO3 in total in a non-equilibrium geometry.

```
8
Properties=species:S:1:pos:R:3
C -1.447 0.214 0.000
O -2.012 1.436 0.000
O 2.106 -1.400 0.000
N 2.507 -0.163 0.000
O 3.719 0.149 0.000
H -2.581 0.165 0.000
H -1.145 -0.200 -1.020
H -1.145 -0.200 1.020
```

Summary:
E   -320.0919 a.u.
HOMO-LUMO gap (spin up / spin down)   9.1 / 6.3 eV
HOMO (spin up / spin down)   -10.298 / -9.576 eV
F_max   0.13430 Eh/bohr
LUMO energy (spin up / spin down)   -1.16 / -3.31 eV
Molecular weight   77.039 g/mol